This record from the Open Molecules 2025 dataset describes a 12-piece molecular cluster, C40H80N8O16 overall in a non-equilibrium geometry. The level of theory is ωB97M-V/def2-TZVPD.

## Properties
- Gap between HOMO and LUMO: 9.1 eV
- ΔE to the lowest compared entry with this formula, charge and spin: 130.33 kJ/mol
- Largest force on an atom: 2.654 eV/A
- SMILES string: O=C1CCCO1.O=C1CCCO1.O=C1CCCO1.O=C1CCCO1.CNC(C)=O.CNC(C)=O.CNC(C)=O.CNC(C)=O.CNC(C)=O.CNC(C)=O.CNC(C)=O.CNC(C)=O

CARTESIAN COORDINATES (ANGSTROEM)
1 O -0.1859 -2.0431 -1.0563
2 C 0.0853 -0.9496 -0.6102
3 C 0.6429 -0.5514 0.7480
4 C 0.0498 0.8554 0.9497
5 C -0.0238 1.3194 -0.4808
6 O -0.2249 0.1556 -1.2802
7 H 0.2261 -1.3081 1.4138
8 H 1.7308 -0.5005 0.7077
9 H -0.9271 0.8557 1.4248
10 H 0.7363 1.5568 1.4197
11 H -0.8523 1.9975 -0.6897
12 H 0.8496 1.8878 -0.7982
13 O -6.3305 -1.0427 0.1749
14 C -5.4418 -1.5146 -0.4614
15 C -5.2476 -1.4642 -1.9519
16 C -3.8586 -2.0968 -2.1550
17 C -3.5365 -2.7921 -0.7775
18 O -4.4463 -2.2232 0.1491
19 H -6.0081 -2.0972 -2.4105
20 H -5.3974 -0.4647 -2.3492
21 H -3.9317 -2.9200 -2.8629
22 H -3.0801 -1.4081 -2.4752
23 H -3.7238 -3.8331 -1.0455
24 H -2.5236 -2.6030 -0.4367
25 O 3.8675 -4.7490 -2.6422
26 C 3.9572 -4.1123 -1.6489
27 C 3.2244 -2.8487 -1.2365
28 C 3.9700 -2.4029 0.0081
29 C 4.5403 -3.7240 0.5597
30 O 4.7900 -4.4923 -0.6363
31 H 3.2765 -2.0616 -1.9878
32 H 2.1589 -2.9755 -1.0397
33 H 4.7298 -1.6728 -0.2565
34 H 3.3095 -2.0243 0.7875
35 H 5.4530 -3.5895 1.1268
36 H 3.7279 -4.2274 1.0861
37 O -2.8952 2.0848 0.6753
38 C -2.9910 3.2707 0.8491
39 C -4.2833 3.9841 1.1969
40 C -3.9363 5.4507 0.8640
41 C -2.3950 5.4862 0.8451
42 O -1.9959 4.1228 0.7270
43 H -5.1629 3.6925 0.6323
44 H -4.5136 3.8518 2.2538
45 H -4.3377 5.8244 -0.0767
46 H -4.2281 6.1649 1.6344
47 H -1.9131 6.1885 0.1690
48 H -2.0551 5.8199 1.8327
49 C 3.6360 1.3344 2.2285
50 N 3.8826 2.1918 1.0655
51 C 3.7109 1.8176 -0.2059
52 C 4.0841 2.8501 -1.2591
53 O 3.3654 0.6972 -0.5674
54 H 4.3673 0.5417 2.3865
55 H 2.6532 0.8908 2.1345
56 H 3.7204 1.9775 3.1012
57 H 4.3399 3.0524 1.3016
58 H 4.2308 3.8908 -0.9589
59 H 3.3135 2.9558 -2.0242
60 H 4.9868 2.4890 -1.7515
61 C -1.0183 -4.3745 -3.8555
62 N -0.8393 -2.9332 -3.7872
63 C -0.7167 -2.1012 -4.8279
64 C -0.5374 -0.6470 -4.3785
65 O -0.7834 -2.4058 -6.0135
66 H -1.0367 -4.7760 -4.8647
67 H -1.9612 -4.6634 -3.3883
68 H -0.1660 -4.8208 -3.3402
69 H -0.7579 -2.5764 -2.8417
70 H -1.0043 0.0312 -5.0881
71 H 0.5205 -0.4334 -4.2497
72 H -1.0989 -0.5991 -3.4477
73 C 0.7862 4.3528 2.9311
74 N -0.2104 3.4863 3.5527
75 C -0.5487 3.5361 4.8713
76 C 0.0345 4.7459 5.6460
77 O -1.3759 2.8370 5.4186
78 H 1.1735 4.2156 1.9266
79 H 1.6910 4.4278 3.5447
80 H 0.3747 5.3600 3.0408
81 H -0.5449 2.6977 3.0184
82 H -0.3902 4.7382 6.6461
83 H -0.2894 5.6876 5.1955
84 H 1.1218 4.7671 5.7164
85 C -2.5956 -4.1842 3.6298
86 N -2.3937 -2.7703 3.3590
87 C -2.9043 -1.7937 4.1332
88 C -2.5799 -0.3738 3.7580
89 O -3.5254 -2.0366 5.1600
90 H -3.6420 -4.4329 3.4791
91 H -2.2974 -4.4208 4.6567
92 H -1.8775 -4.8238 3.1162
93 H -1.7866 -2.5924 2.5802
94 H -2.0711 -0.1997 2.8118
95 H -1.9659 0.1328 4.5120
96 H -3.4640 0.2554 3.8754
97 C -2.4680 2.0465 -3.5272
98 N -2.2220 3.0492 -4.5395
99 C -3.1156 3.2228 -5.5260
100 C -2.7597 4.3844 -6.4612
101 O -4.1928 2.6720 -5.6302
102 H -3.0671 2.4027 -2.6874
103 H -1.5670 1.5541 -3.1656
104 H -3.0025 1.2276 -4.0097
105 H -1.5416 3.7771 -4.4093
106 H -1.7961 4.1110 -6.9043
107 H -2.6482 5.3013 -5.8835
108 H -3.4651 4.5057 -7.2745
109 C 3.2477 -1.7984 7.0380
110 N 2.9795 -2.5863 5.8550
111 C 2.7465 -2.0347 4.6451
112 C 2.5717 -2.9717 3.4724
113 O 2.7229 -0.8154 4.4895
114 H 4.0305 -2.1606 7.7165
115 H 2.3832 -1.9081 7.7019
116 H 3.5509 -0.7926 6.7821
117 H 2.6349 -3.5210 6.0120
118 H 2.9228 -3.9986 3.5610
119 H 2.9521 -2.6609 2.4988
120 H 1.4844 -2.9470 3.3294
121 C 1.1253 2.5147 -4.2716
122 N 1.1668 3.5963 -5.2132
123 C 1.4353 4.8818 -4.9153
124 C 1.4958 5.8657 -6.0530
125 O 1.7795 5.2526 -3.7976
126 H 1.2044 1.4901 -4.6106
127 H 0.3213 2.5437 -3.5317
128 H 2.0039 2.6533 -3.6267
129 H 1.0738 3.3505 -6.1846
130 H 0.5003 6.2308 -6.3179
131 H 1.8432 5.3770 -6.9716
132 H 2.1724 6.6957 -5.8907
133 C 2.7278 -7.3018 2.3192
134 N 2.0302 -6.7194 1.1890
135 C 1.0967 -5.7541 1.4290
136 C 0.5171 -5.0600 0.2108
137 O 0.6304 -5.5994 2.5425
138 H 2.9335 -6.6171 3.1368
139 H 3.6130 -7.7787 1.8968
140 H 2.1724 -8.1220 2.7846
141 H 2.3587 -6.8728 0.2546
142 H -0.4997 -5.3770 -0.0353
143 H 1.0782 -5.1732 -0.7157
144 H 0.3495 -4.0140 0.4713

This record from the Open Molecules 2025 dataset describes a 2-piece molecular cluster, C10H16 overall in a non-equilibrium geometry. The level of theory is ωB97M-V/def2-TZVPD.

## Properties
- Gap between HOMO and LUMO: 9.9 eV
- ΔE to the lowest compared entry with this formula, charge and spin: 132.74 kJ/mol
- Largest force on an atom: 2.791 eV/A
- SMILES string: Cc1ccccc1.CCC

CARTESIAN COORDINATES (ANGSTROEM)
1 C -0.0892 -1.2988 -2.5270
2 C 0.5384 -1.2628 -1.1601
3 C -0.1836 -1.3651 0.0228
4 C 0.4127 -1.5840 1.2631
5 C 1.7986 -1.4693 1.3303
6 C 2.5496 -1.5223 0.1258
7 C 1.9269 -1.4440 -1.1139
8 H 0.2354 -0.4544 -3.1554
9 H -1.1855 -1.3576 -2.5260
10 H 0.2506 -2.2635 -2.9593
11 H -1.2557 -1.2411 -0.0558
12 H -0.2124 -1.5854 2.1389
13 H 2.3697 -1.5275 2.2408
14 H 3.5907 -1.2823 0.2831
15 H 2.4065 -1.7986 -2.0099
16 C -1.6668 1.0780 1.6802
17 C -0.8643 1.6208 0.4823
18 C -0.9860 3.0824 0.0592
19 H -2.6049 1.6800 1.8072
20 H -1.0233 1.3708 2.5113
21 H -1.8879 0.0253 1.7705
22 H 0.1286 1.2041 0.4685
23 H -1.1859 1.0633 -0.4183
24 H -1.7946 3.5601 0.6186
25 H -0.0992 3.7305 0.1259
26 H -1.1682 3.0414 -1.0029

This record from the Open Molecules 2025 dataset describes C15H31BeN5O7 as an isolated structure in a non-equilibrium geometry. The level of theory is ωB97M-V/def2-TZVPD.

## Properties
- Gap between HOMO and LUMO (alpha / beta): 5.9 / 5.0 eV
- ΔE to the lowest compared entry with this formula, charge and spin: 114.77 kJ/mol
- Largest force on an atom: 3.226 eV/A

CARTESIAN COORDINATES (ANGSTROEM)
1 O 1.3566 -4.3533 -3.9571
2 H 1.7332 -4.2607 -3.0557
3 Be 0.2614 -1.0079 -0.2555
4 N -0.2563 -0.8758 -2.1639
5 N 1.9474 -0.3112 -1.0055
6 N -1.4440 -1.5976 0.5693
7 N 0.6810 -0.7475 1.6767
8 O -1.4561 -0.6672 -2.5839
9 O -2.6292 -2.0057 -0.0565
10 O 1.8865 -0.3175 2.2272
11 O 2.9546 0.0718 -0.3155
12 C 2.0023 -0.4125 -2.3173
13 C 0.7619 -0.6955 -2.9759
14 C -1.5483 -1.4067 1.8687
15 C -0.3321 -0.9239 2.5003
16 C 0.5546 -0.8407 -4.4556
17 H 0.0986 -1.8250 -4.6543
18 H 1.4700 -0.7887 -5.0539
19 H -0.1365 -0.0657 -4.8265
20 C 3.3335 -0.2570 -3.0115
21 H 4.0371 -1.0112 -2.6267
22 H 3.7574 0.7353 -2.7996
23 H 3.2944 -0.3776 -4.0986
24 C -2.7916 -1.6353 2.6861
25 C -0.2556 -0.6777 3.9765
26 H -3.5262 -2.2833 2.1916
27 H -3.2938 -0.6826 2.9180
28 H -2.5363 -2.1053 3.6469
29 H 0.5753 -0.0208 4.2714
30 H -0.1310 -1.6301 4.5150
31 H -1.1829 -0.2180 4.3387
32 H -2.3439 -2.3972 -0.9174
33 H 2.5103 -0.2825 1.4476
34 C 1.1798 -2.8243 -0.1207
35 H 1.4014 -3.8347 -0.5330
36 H 0.5581 -3.0190 0.7675
37 H 2.1703 -2.4348 0.1779
38 O -2.1943 -4.3872 -2.6703
39 H -1.4441 -4.5563 -3.3116
40 H -1.7206 -4.0929 -1.8702
41 O -0.4409 0.5549 -0.2533
42 C -0.2824 1.7580 0.0894
43 C -1.4744 2.6622 -0.1270
44 C -2.0433 3.2066 1.1641
45 C -1.2264 4.3225 1.7906
46 C 0.1818 3.9808 2.2296
47 C 1.1079 3.5571 1.0938
48 N 0.8560 2.1958 0.6462
49 H -1.1868 3.4502 -0.8302
50 H -2.2271 2.0430 -0.6290
51 H -3.0331 3.6097 0.9342
52 H -2.2021 2.3842 1.8713
53 H -1.1724 5.1536 1.0801
54 H -1.7710 4.6862 2.6660
55 H 0.6221 4.8768 2.6818
56 H 0.1885 3.2049 3.0040
57 H 1.0306 4.2490 0.2399
58 H 2.1449 3.5969 1.4500
59 H 1.6251 1.5315 0.7561

This record from the Open Molecules 2025 dataset describes a single C5H5NO molecule. The level of theory is ωB97M-V/def2-TZVPD.

## Properties
- Gap between HOMO and LUMO: 9.9 eV
- ΔE to the lowest compared entry with this formula, charge and spin: 373.31 kJ/mol
- Largest force on an atom: 0.426 eV/A
- SMILES string: OC=C=CC1=NC1

CARTESIAN COORDINATES (ANGSTROEM)
1 O 0.6424 1.3468 -2.1393
2 C 0.5680 1.5594 -0.8031
3 C 1.0598 0.7778 0.1322
4 C 1.0717 -0.2241 0.9859
5 C -0.1633 -0.9854 1.0107
6 N -0.7996 -1.9686 1.4607
7 C -1.4683 -1.0636 0.4149
8 H 0.9605 0.4454 -2.2921
9 H 0.0893 2.5025 -0.5614
10 H 1.9090 -0.4975 1.6187
11 H -2.2738 -0.4152 0.7588
12 H -1.5957 -1.4775 -0.5860

This record from the Open Molecules 2025 dataset describes a single C3H3I molecule in a non-equilibrium geometry. The level of theory is ωB97M-V/def2-TZVPD.

## Properties
- Gap between HOMO and LUMO (alpha / beta): 7.9 / 8.6 eV
- ΔE to the lowest compared entry with this formula, charge and spin: 259.88 kJ/mol
- Largest force on an atom: 4.977 eV/A

CARTESIAN COORDINATES (ANGSTROEM)
1 C 0.8643 0.0658 0.1528
2 C 0.3981 1.3045 -0.1579
3 C -0.2432 -0.7835 -0.1435
4 I -1.7080 -1.1482 1.3264
5 H 1.6825 -0.0974 0.8053
6 H -0.3662 1.4211 -0.9405
7 H -0.6275 -0.7623 -1.0426

Question: The lowest ΔE to the lowest compared entry with this formula, charge and spin belongs to which entry?
Answer: C15H31BeN5O7